[1]
Entry from the OMol25 dataset: a molecular structure, C8H11N2S at a distorted geometry (ωB97M-V/def2-TZVPD).

The geometry in ORCA input format:
```
! wB97M-V def2-TZVPD RIJCOSX def2/J DEFGRID3
* xyz 1 1
C -3.191 -0.840 -1.577
C -4.257 0.186 -1.865
C -2.306 -0.134 -0.871
C 2.241 1.039 -0.500
C 2.801 -0.402 -0.718
C 1.989 -0.032 1.927
C 0.436 -0.712 0.725
C 1.800 -0.168 0.436
N -4.005 1.361 -1.575
N 0.526 -0.391 2.169
S -2.532 1.573 -0.896
H -3.277 -1.943 -1.882
H -5.253 -0.007 -2.415
H 3.029 1.679 -0.290
H 1.356 1.505 -0.937
H 2.490 -1.124 -1.372
H 3.871 -0.429 -0.412
H 2.557 -0.805 2.350
H 2.092 0.972 2.161
H -0.561 -0.489 0.129
H 0.321 -1.144 2.811
H -0.129 0.304 2.603
*
```

DFT total energy: -22274.9017 eV
Relative energy (zero: lowest compared OMol25 entry of this formula, charge and spin): 6.870 eV
Strongest force on any atom: 5.62 eV/Å
HOMO energy (spin up / spin down): -12.54 / -12.56 eV
Gap between HOMO and LUMO (spin up / spin down): 7.3456 / 7.6765 eV

Mulliken atomic charge list, values in e, 4 entries:
1 C -0.60
2 C -0.07
3 C 0.11
4 C -0.82



[2]
Entry from the OMol25 dataset: a molecular structure, C8H11N2S2 at a distorted geometry (ωB97M-V/def2-TZVPD).

The geometry in ORCA input format:
```
! wB97M-V def2-TZVPD RIJCOSX def2/J DEFGRID3
* xyz 1 1
C -2.582 -1.013 0.306
C -3.485 0.742 1.115
C 1.264 0.388 -0.439
C 0.956 -0.542 0.499
C 0.915 -0.049 -1.798
C 0.407 -1.445 -1.802
C 1.856 1.701 -0.467
C 1.395 -0.718 1.956
N -3.459 -0.587 1.186
N -1.874 -0.155 -0.386
S -2.412 1.345 -0.087
S 0.184 -1.974 -0.266
H -2.140 -1.995 0.356
H -4.218 1.493 1.669
H 0.202 0.527 -2.257
H 1.847 0.153 -2.526
H 0.079 -1.967 -2.688
H 2.493 1.962 -1.255
H 2.533 1.792 0.409
H 1.127 2.477 -0.384
H 2.527 -0.816 1.843
H 1.000 -1.531 2.400
H 1.386 0.210 2.618
*
```

DFT total energy: -33115.6164 eV
Relative energy (zero: lowest compared OMol25 entry of this formula, charge and spin): 2.631 eV
Strongest force on any atom: 5.86 eV/Å
HOMO energy: -13.45 eV
Gap between HOMO and LUMO: 8.1565 eV

Mulliken atomic charge list, values in e, 4 entries:
1 C -0.19
2 C 0.02
3 C 0.44
4 C 0.73



[3]
Entry from the OMol25 dataset: C8H11N3O in the gas phase at a distorted geometry (ωB97M-V/def2-TZVPD).

The geometry in ORCA input format:
```
! wB97M-V def2-TZVPD RIJCOSX def2/J DEFGRID3
* xyz 0 1
C 3.088 0.585 0.783
N 2.276 0.134 -0.359
C 2.941 -1.070 -0.770
N 0.960 -0.181 0.038
C -0.029 0.803 -0.136
O 0.189 1.938 -0.387
C -1.445 0.323 -0.037
C -2.418 1.270 -0.214
C -3.797 0.914 -0.116
C -4.105 -0.507 -0.016
N -3.124 -1.385 0.131
C -1.877 -0.995 0.140
H 4.184 0.613 0.561
H 2.746 1.580 1.118
H 3.017 -0.121 1.632
H 3.777 -0.975 -1.453
H 3.382 -1.531 0.174
H 2.229 -1.737 -1.258
H 0.816 -0.888 0.771
H -2.052 2.277 -0.388
H -4.567 1.597 -0.309
H -5.080 -0.904 -0.008
H -1.111 -1.740 0.103
*
```

DFT total energy: -14990.5215 eV
Relative energy (zero: lowest compared OMol25 entry of this formula, charge and spin): 0.926 eV
Strongest force on any atom: 3.99 eV/Å
HOMO energy: -9.48 eV
Gap between HOMO and LUMO: 9.9111 eV

Mulliken atomic charge list, values in e, 4 entries:
1 C -1.00
2 N -0.11
3 C -0.79
4 N -0.13



[4]
Entry from the OMol25 dataset: 2 unconnected molecules or ions with the total composition C8H11N4O3 at a distorted geometry (ωB97M-V/def2-TZVPD).

The geometry in ORCA input format:
```
! wB97M-V def2-TZVPD RIJCOSX def2/J DEFGRID3
* xyz -1 1
C 0.186 -0.620 -1.083
C -0.997 1.400 -0.789
C -0.924 -0.925 -0.200
C -1.717 0.369 0.077
C 0.134 0.729 -1.365
C -2.239 -1.714 -0.180
C -2.990 -0.354 -0.265
C 0.023 0.533 1.710
N -0.977 -0.252 1.133
N 1.154 -1.440 -1.531
N -1.280 2.629 -1.126
N 3.472 0.429 -1.284
O 1.120 -2.640 -1.059
O -2.436 3.078 -0.766
O 3.927 0.195 0.093
H -2.320 -2.287 -1.015
H -2.413 -2.258 0.657
H -3.827 -0.218 0.407
H -3.300 -0.287 -1.273
H -0.234 1.581 2.083
H 0.570 -0.086 2.485
H 0.967 0.790 0.895
H 3.010 1.347 -1.196
H 3.889 -0.741 0.004
H 2.599 -0.119 -1.376
H 0.885 1.372 -1.975
*
```

DFT total energy: -20568.9382 eV
Relative energy (zero: lowest compared OMol25 entry of this formula, charge and spin): 8.305 eV
Strongest force on any atom: 5.17 eV/Å
HOMO energy (spin up / spin down): -4.37 / -4.38 eV
Gap between HOMO and LUMO (spin up / spin down): 6.8596 / 6.8750 eV

Mulliken atomic charge list, values in e, 4 entries:
1 C -0.04
2 C -0.33
3 C 0.97
4 C 0.82



[5]
Entry from the OMol25 dataset: a gas-phase ion, C8H11N5 (charge +2) at a distorted geometry (ωB97M-V/def2-TZVPD).

The geometry in ORCA input format:
```
! wB97M-V def2-TZVPD RIJCOSX def2/J DEFGRID3
* xyz 2 1
C -1.364 1.510 0.752
C -0.762 0.312 0.197
C 0.427 -0.279 0.418
C 0.738 -1.673 0.108
N 1.931 -2.327 0.389
C 3.091 -1.735 0.255
N 3.205 -0.452 0.029
C 2.681 0.578 -0.316
N 2.568 1.574 -1.104
N -0.323 -2.487 -0.200
N -1.321 -1.926 -0.729
C -2.621 -1.609 -0.345
C -1.667 -0.531 -0.697
H -2.151 1.076 1.233
H -1.620 2.092 -0.100
H -0.597 1.909 1.342
H 1.063 0.214 1.114
H 1.968 -3.300 0.542
H 4.062 -2.387 0.487
H 1.825 2.267 -1.092
H 3.135 1.770 -1.873
H -2.815 -1.790 0.654
H -3.496 -1.854 -0.941
H -1.856 -0.083 -1.572
*
```

DFT total energy: -15901.3737 eV
Relative energy (zero: lowest compared OMol25 entry of this formula, charge and spin): 6.255 eV
Strongest force on any atom: 4.37 eV/Å
HOMO energy (spin up / spin down): -16.45 / -16.03 eV
Gap between HOMO and LUMO (spin up / spin down): 7.2662 / 6.1054 eV

Mulliken atomic charge list, values in e, 4 entries:
1 C -1.37
2 C 0.45
3 C -0.74
4 C -0.04



[6]
Entry from the OMol25 dataset: C8H11NO2 in the gas phase at a distorted geometry (ωB97M-V/def2-TZVPD).

The geometry in ORCA input format:
```
! wB97M-V def2-TZVPD RIJCOSX def2/J DEFGRID3
* xyz 0 1
C -1.277 -0.431 1.232
C -0.471 0.256 0.036
C -1.160 1.636 -0.110
C -0.422 -0.432 -1.306
C 0.554 -1.605 -1.087
C 1.599 -1.114 -0.073
O 2.473 -1.692 0.502
C 0.973 0.331 0.425
O 1.277 0.584 1.837
C 1.701 1.243 -0.408
N 2.262 1.706 -1.292
H -0.754 -0.431 2.175
H -1.610 -1.374 0.848
H -2.123 0.225 1.248
H -1.056 2.118 0.857
H -2.178 1.566 -0.271
H -0.899 2.360 -0.855
H -0.003 0.349 -1.914
H -1.388 -0.698 -1.775
H 0.855 -2.013 -2.040
H 0.096 -2.309 -0.247
H 1.551 -0.275 2.220
*
```

DFT total energy: -14057.6104 eV
Relative energy (zero: lowest compared OMol25 entry of this formula, charge and spin): 2.474 eV
Strongest force on any atom: 3.20 eV/Å
HOMO energy: -10.01 eV
Gap between HOMO and LUMO: 10.5606 eV

Mulliken atomic charge list, values in e, 4 entries:
1 C -1.61
2 C 1.39
3 C -2.13
4 C -1.16



Question: Which of these has the lowest strongest force on any atom?
Answer: C8H11NO2